(1)
{"formula": "C5H8N2O", "method": "wB97M-V/def2-TZVPD", "symbols": ["C", "C", "C", "C", "C", "H", "H", "H", "H", "H", "H", "H", "H", "N", "N", "O"], "coordinates": [[-1.586, -0.440, -0.188], [-1.052, 0.420, -1.366], [1.745, 1.022, -0.203], [1.819, -0.112, 0.822], [0.644, -0.751, 1.270], [-2.515, -0.231, 0.288], [-1.606, -1.481, -0.436], [-1.052, 1.784, -1.389], [-1.839, 0.129, -2.252], [2.527, 1.685, -0.212], [2.626, -0.306, 1.505], [0.763, -1.131, 2.257], [-1.315, -0.867, 2.064], [1.220, 1.025, -1.457], [-0.660, -0.743, 1.001], [0.283, -0.006, -1.705]], "nbo_charge": [-0.25, -0.10, 0.05, -0.45, 0.09, 0.21, 0.22, 0.21, 0.20, 0.19, 0.23, 0.18, 0.39, -0.15, -0.58, -0.45], "lumo_energy_ev": 0.241, "charge": 0, "homo_ev": -7.820, "gap_ev": 8.061}

(2)
{"formula": "C5H8N2O", "method": "wB97M-V/def2-TZVPD", "symbols": ["C", "C", "C", "C", "C", "H", "H", "H", "H", "H", "H", "H", "H", "N", "N", "O"], "coordinates": [[-0.902, 2.640, 0.614], [-0.389, 0.301, 0.234], [-0.043, -0.916, 0.686], [0.270, -2.037, -0.247], [1.487, -2.037, -1.058], [-0.781, 2.440, -1.254], [-1.014, 3.381, 1.452], [-0.613, 1.235, 2.085], [-0.485, 0.521, -0.843], [-0.060, -1.159, 1.740], [-0.244, -2.988, -0.056], [1.902, -3.021, -1.344], [2.283, -1.225, -0.957], [-1.007, 3.104, -0.540], [-0.667, 1.375, 1.073], [0.264, -1.614, -1.584]], "nbo_charge": [0.29, 0.00, -0.30, 0.03, -0.10, 0.33, 0.16, 0.40, 0.22, 0.20, 0.19, 0.18, 0.19, -0.69, -0.62, -0.49], "lumo_energy_ev": 0.867, "charge": 0, "homo_ev": -8.430, "gap_ev": 9.297}

(3)
{"formula": "C5H8N2O", "method": "wB97M-V/def2-TZVPD", "symbols": ["C", "C", "C", "C", "C", "H", "H", "H", "H", "H", "H", "H", "H", "N", "N", "O"], "coordinates": [[1.594, -1.756, 0.014], [0.730, -0.537, -0.017], [-1.526, -0.038, -0.025], [-0.803, 1.162, -0.011], [0.639, 0.679, -0.093], [1.486, -2.226, 1.076], [1.570, -2.203, -1.075], [2.668, -1.243, 0.055], [-3.248, -1.030, -0.571], [-3.385, 0.651, 0.437], [-1.598, 2.093, 0.028], [1.159, 3.084, -0.797], [2.428, 1.328, 1.409], [-2.763, -0.294, 0.083], [1.698, 1.391, -0.203], [-0.648, -1.060, -0.311]], "nbo_charge": [-0.68, 0.28, 0.48, -0.45, -0.04, 0.26, 0.27, 0.23, 0.42, 0.41, 0.23, 0.24, 0.18, -0.81, -0.51, -0.49], "lumo_energy_ev": -1.077, "charge": 0, "homo_ev": -7.398, "gap_ev": 6.321}

(4)
{"formula": "C5H8N2O", "method": "wB97M-V/def2-TZVPD", "symbols": ["C", "C", "C", "C", "C", "H", "H", "H", "H", "H", "H", "H", "H", "N", "N", "O"], "coordinates": [[-0.072, 1.982, 1.189], [-0.298, 0.873, 0.314], [-1.412, -0.944, -0.645], [-0.230, -1.651, -0.898], [1.146, -1.044, -0.303], [0.414, 3.014, 0.817], [0.881, 1.497, 1.829], [-0.964, 2.304, 1.613], [-1.362, -0.388, -1.689], [-2.310, -1.445, -0.529], [2.316, -1.437, -0.565], [0.693, -1.695, 0.717], [1.778, 1.061, -0.249], [-1.417, 0.148, 0.245], [0.880, 0.297, -0.286], [-0.044, -2.572, -1.558]], "nbo_charge": [-0.66, 0.41, -0.36, 0.56, -0.28, 0.24, 0.24, 0.25, 0.24, 0.24, 0.27, 0.14, 0.39, -0.47, -0.66, -0.54], "lumo_energy_ev": 0.569, "charge": 0, "homo_ev": -8.215, "gap_ev": 8.784}

(5)
{"formula": "C5H8N2O", "method": "wB97M-V/def2-TZVPD", "symbols": ["C", "C", "C", "C", "C", "H", "H", "H", "H", "H", "H", "H", "H", "N", "N", "O"], "coordinates": [[-2.023, -0.195, -0.167], [0.095, 1.035, 0.243], [0.667, -0.001, 1.204], [1.658, -0.334, -0.773], [1.094, 0.858, -0.889], [-0.545, -1.375, -0.404], [-3.123, -0.001, -0.218], [-1.833, 1.788, -0.088], [0.304, 1.947, 0.842], [-0.122, -0.584, 1.671], [1.402, 0.356, 1.998], [2.370, -0.896, -1.335], [1.341, 1.446, -1.793], [-1.589, -1.375, -0.378], [-1.268, 0.922, 0.107], [1.408, -0.961, 0.439]], "nbo_charge": [0.27, -0.11, -0.09, 0.15, -0.35, 0.34, 0.17, 0.39, 0.22, 0.21, 0.20, 0.21, 0.23, -0.70, -0.63, -0.51], "lumo_energy_ev": 0.740, "charge": 0, "homo_ev": -9.049, "gap_ev": 9.789}

(6)
{"formula": "C5H8N2O", "method": "wB97M-V/def2-TZVPD", "symbols": ["C", "C", "C", "C", "C", "N", "N", "O", "H", "H", "H", "H", "H", "H", "H", "H"], "coordinates": [[-0.170, -0.480, 2.148], [0.717, -0.457, 1.099], [-1.420, -0.073, 1.787], [-0.027, -0.020, -0.016], [1.562, -0.207, -1.743], [-1.356, 0.313, 0.465], [-2.322, 0.982, -0.246], [0.267, 0.148, -1.385], [0.210, -0.765, 3.206], [1.756, -0.639, 1.016], [-2.170, 0.178, 2.450], [1.923, -1.324, -1.504], [2.341, 0.401, -1.237], [1.670, -0.033, -2.943], [-2.418, 0.718, -1.211], [-2.338, 2.022, 0.098]], "nbo_charge": [-0.28, -0.39, -0.09, 0.41, -0.26, -0.20, -0.67, -0.51, 0.22, 0.23, 0.21, 0.18, 0.18, 0.20, 0.39, 0.38], "lumo_energy_ev": 0.908, "charge": 0, "homo_ev": -7.644, "gap_ev": 8.552}

(7)
{"formula": "C5H8N2O", "method": "wB97M-V/def2-TZVPD", "symbols": ["C", "C", "C", "C", "C", "H", "H", "H", "H", "H", "H", "H", "H", "N", "N", "O"], "coordinates": [[-1.374, -0.435, 1.271], [-1.651, -1.215, -0.136], [-0.623, 0.014, -0.766], [0.905, -0.166, -1.105], [1.578, 0.518, 0.103], [-1.197, -2.105, 0.150], [-2.722, -1.295, -0.555], [-1.031, 0.911, -1.477], [1.294, -1.113, -1.076], [1.224, 0.283, -2.039], [1.670, -0.292, 0.698], [2.511, 1.177, -0.241], [0.864, 1.848, 1.582], [0.575, 1.445, 0.553], [-0.547, 0.680, 0.570], [-1.477, -0.255, 2.468]], "nbo_charge": [0.67, -0.47, -0.04, -0.44, -0.22, 0.23, 0.25, 0.21, 0.20, 0.21, 0.17, 0.20, 0.38, -0.44, -0.36, -0.55], "lumo_energy_ev": 0.922, "charge": 0, "homo_ev": -8.025, "gap_ev": 8.948}

(8)
{"formula": "C5H8N2O", "method": "wB97M-V/def2-TZVPD", "symbols": ["C", "C", "C", "C", "C", "H", "H", "H", "H", "H", "H", "H", "H", "N", "N", "O"], "coordinates": [[1.484, 0.029, 0.097], [0.410, 0.801, -0.684], [-0.878, 1.267, 0.153], [-1.723, 0.070, 0.486], [0.577, -0.679, -0.894], [-0.029, -0.298, 1.708], [2.582, 0.086, -0.495], [0.764, 1.295, -1.709], [-0.195, 1.825, 1.083], [-1.394, 2.044, -0.477], [-2.500, 0.260, 1.122], [-0.129, -2.504, 0.052], [1.321, -0.876, -1.815], [-1.546, -1.225, 0.253], [-0.298, -1.651, -0.404], [1.553, -0.445, 1.525]], "nbo_charge": [0.06, -0.26, -0.50, -0.04, -0.13, 0.43, 0.18, 0.25, 0.26, 0.26, 0.20, 0.40, 0.21, -0.18, -0.46, -0.66], "lumo_energy_ev": -0.350, "charge": 0, "homo_ev": -8.440, "gap_ev": 8.090}

Number 2 is which compound?
C5H8N2O